[1]
Below is 3 unconnected molecules or ions with the total composition C19H45BF3N3O2 at a distorted geometry, with properties calculated with ωB97M-V with the def2-TZVPD basis set.

HOMO-LUMO gap = 0.318 hartree
LUMO level = 0.58 eV
E_tot = -1390.1361 Ha
SMILES = CCCOB(CNC)COC(F)(F)F.CCN(CC)CC.CCN(CC)CC

Geometry as XYZ:
```
73
Properties=species:S:1:pos:R:3:forces:R:3
C -0.159080 -4.566156 0.527697 0.0 -0.1 -0.2
C -0.335492 -4.131678 -0.923816 0.1 0.3 0.5
C -1.303761 -2.958137 -1.047730 -0.2 -0.6 -0.4
O -0.945381 -2.050708 -2.088773 -0.1 0.1 0.5
B -0.073791 -1.058733 -1.827881 0.3 0.4 -0.3
C 0.180678 0.004229 -2.978966 -0.1 -0.9 0.1
N 0.524422 -0.709295 -4.223743 0.2 0.5 -0.1
C 1.965514 -0.913106 -4.386344 -0.4 0.1 0.0
C 0.698898 -0.909669 -0.439318 0.1 0.0 -0.4
O 2.073185 -0.561970 -0.769659 0.4 0.2 0.5
C 2.841446 -0.289962 0.295939 0.3 0.1 0.0
F 2.348733 0.738194 1.046702 0.4 -0.6 -0.4
F 4.080209 0.053320 -0.130297 -1.1 -0.3 0.4
F 2.966531 -1.362663 1.134808 0.0 0.7 -0.5
H 0.501041 -3.907027 1.079741 0.2 0.2 0.1
H 0.259577 -5.563777 0.569667 0.1 -0.2 0.1
H -1.109426 -4.577171 1.050811 -0.2 -0.1 0.1
H 0.618446 -3.828203 -1.340505 0.3 0.0 -0.1
H -0.692679 -4.974980 -1.499081 -0.1 -0.1 -0.3
H -1.439108 -2.455297 -0.095233 0.2 0.3 0.2
H -2.273840 -3.353369 -1.326708 -0.3 0.1 0.0
H 0.928702 0.746656 -2.702918 0.2 0.2 0.0
H -0.762388 0.526221 -3.131423 -0.2 0.2 0.0
H 0.205407 -0.155440 -5.001287 -0.1 0.1 -0.1
H 2.553571 -0.177383 -3.840627 0.2 0.1 0.2
H 2.249285 -1.907055 -4.061996 0.2 -0.2 0.1
H 2.223502 -0.803788 -5.432539 0.1 -0.2 -0.3
H 0.724356 -1.800059 0.174865 -0.1 -0.1 0.2
H 0.262730 -0.082414 0.117768 -0.1 0.1 0.3
C 1.348038 -0.535325 4.014073 -0.1 0.0 0.0
C 1.810548 -0.470626 5.460984 0.1 0.0 -0.1
N 1.404181 -1.624626 6.239873 0.0 0.0 0.1
C 1.588209 -1.451720 7.668942 0.0 0.1 0.2
C 3.017465 -1.291424 8.202809 0.0 0.0 0.1
C 1.793046 -2.913568 5.696889 0.0 -0.2 -0.2
C 3.285742 -3.172283 5.450379 0.0 -0.1 0.0
H 0.268206 -0.686856 3.960047 0.0 0.0 0.0
H 1.586844 0.398403 3.508200 0.0 0.0 0.0
H 1.838234 -1.336635 3.463958 0.0 0.0 0.0
H 1.366494 0.413111 5.926407 0.0 0.0 0.1
H 2.900849 -0.312489 5.474527 0.0 0.0 0.0
H 1.111197 -2.293370 8.178262 0.0 -0.1 -0.1
H 1.013005 -0.568485 7.963934 0.0 0.0 -0.1
H 3.564535 -2.233007 8.196210 0.0 0.0 -0.1
H 2.984089 -0.947234 9.238445 0.0 0.0 0.0
H 3.587868 -0.557645 7.633116 0.0 0.0 0.0
H 1.264211 -3.052381 4.750403 0.0 0.1 0.0
H 1.395963 -3.688753 6.356608 0.0 0.0 0.1
H 3.771785 -2.327466 4.960874 0.0 0.0 0.0
H 3.404452 -4.038352 4.796314 0.0 0.0 0.0
H 3.824938 -3.388121 6.371378 0.0 0.1 0.0
C -1.567087 2.834862 -5.831014 0.0 -0.1 0.0
C -2.849058 2.882205 -5.014679 0.0 0.0 -0.1
N -2.664420 3.468226 -3.701338 0.0 0.0 0.1
C -3.791483 3.256393 -2.811398 -0.1 -0.1 0.1
C -5.135367 3.900069 -3.175449 0.0 0.0 0.1
C -2.075944 4.795534 -3.682682 0.2 0.1 -0.1
C -2.791908 5.912247 -4.454735 0.0 0.0 0.1
H -0.775415 2.329709 -5.274342 0.0 0.0 0.0
H -1.738825 2.282800 -6.755729 0.0 0.0 0.0
H -1.212433 3.827959 -6.107840 0.0 0.0 0.0
H -3.199310 1.856990 -4.868293 -0.1 0.0 0.1
H -3.626516 3.393021 -5.604934 0.0 0.0 0.0
H -3.500540 3.583963 -1.809731 0.0 0.1 0.0
H -3.941879 2.174806 -2.732728 0.0 0.0 -0.1
H -5.135095 4.974659 -2.999420 0.0 0.0 -0.1
H -5.924886 3.473520 -2.553652 0.0 0.0 0.0
H -5.407039 3.721368 -4.215925 0.0 0.0 0.0
H -1.056065 4.716125 -4.066781 0.0 0.0 0.0
H -1.959737 5.095778 -2.638789 -0.1 0.0 0.0
H -3.105735 5.587285 -5.447498 0.0 0.0 0.0
H -2.114099 6.757377 -4.588721 0.0 0.0 0.0
H -3.668342 6.283370 -3.926108 0.0 0.0 0.0
```
Forces are in eV/Å.



[2]
Below is 12 unconnected molecules or ions with the total composition C48H96O12 at a distorted geometry, with properties calculated with ωB97M-V with the def2-TZVPD basis set.

Energy above the lowest of the compared OMol25 structures with the same formula, charge and spin = 26.6 kcal per mole
HOMO-LUMO gap = 0.347 hartree
LUMO level = 0.44 eV
E_tot = -2789.1726 Ha
SMILES = C1CCOC1.C1CCOC1.C1CCOC1.C1CCOC1.C1CCOC1.C1CCOC1.C1CCOC1.C1CCOC1.C1CCOC1.C1CCOC1.C1CCOC1.C1CCOC1

Geometry as XYZ:
```
156
Properties=species:S:1:pos:R:3:forces:R:3
C 2.284254 -4.913903 -1.451048 -0.1 -0.2 -0.2
C 2.621991 -4.129673 -0.180036 0.0 0.5 -0.6
C 3.440225 -5.105931 0.656224 -0.4 -0.4 -0.2
O 3.384056 -6.369279 -0.019211 0.3 0.1 0.4
C 2.372049 -6.359626 -1.010598 0.3 -0.4 -0.3
H 3.060877 -4.755695 -2.201353 0.0 0.1 0.0
H 1.332827 -4.616893 -1.892227 0.0 -0.1 0.0
H 1.739605 -3.739454 0.328849 -0.1 -0.2 0.0
H 3.205946 -3.275558 -0.519138 0.0 0.1 0.4
H 3.017358 -5.272573 1.650029 0.2 0.4 0.2
H 4.476157 -4.770342 0.706497 0.1 -0.3 0.2
H 1.421617 -6.785535 -0.664781 0.0 0.2 0.3
H 2.759099 -7.036424 -1.775644 -0.3 0.1 -0.2
C -0.382972 -4.763695 3.222588 -0.3 0.6 0.1
C -1.362972 -5.932821 3.400672 -0.2 0.4 0.2
C -2.720365 -5.231824 3.416016 -0.6 -0.3 1.0
O -2.600585 -4.066777 2.636542 0.1 -0.2 -0.2
C -1.260380 -3.572461 2.767062 -0.4 -0.5 -0.4
H 0.402835 -4.991603 2.505091 0.1 0.0 0.1
H 0.047329 -4.447663 4.173020 0.3 -0.4 0.0
H -1.193636 -6.431640 4.352995 0.0 -0.3 -0.1
H -1.313164 -6.643214 2.578466 0.1 0.0 0.0
H -3.039084 -4.984252 4.446143 0.5 0.2 0.0
H -3.553878 -5.859427 3.089251 0.2 0.1 -0.6
H -1.239584 -2.757066 3.493487 0.1 0.1 0.0
H -1.005206 -3.206543 1.773075 0.2 0.2 0.1
C -2.174145 5.522215 0.782907 0.2 0.6 0.3
C -1.331842 6.808451 0.932360 0.1 0.8 -0.8
C 0.083689 6.373325 0.527073 0.0 0.0 0.4
O 0.115814 4.964385 0.687939 0.0 0.0 -0.1
C -1.160889 4.477852 0.293308 -0.2 0.1 0.4
H -2.983998 5.682050 0.074377 -0.1 -0.2 0.1
H -2.589753 5.275112 1.758580 -0.1 -0.3 -0.1
H -1.389755 7.316591 1.894138 0.1 -0.5 0.3
H -1.642294 7.598522 0.238894 -0.2 -0.2 -0.1
H 0.876725 6.783384 1.153174 0.0 0.1 0.0
H 0.291144 6.653264 -0.513262 0.0 -0.1 0.0
H -1.309670 3.511167 0.772678 0.1 -0.1 -0.2
H -1.210453 4.375626 -0.797441 0.0 -0.1 0.0
C -1.125787 1.484183 -5.843428 0.3 -0.9 -0.4
C -0.442299 0.417266 -4.975502 0.2 0.5 0.3
C -1.587545 -0.503085 -4.570430 0.3 0.4 -0.4
O -2.496620 -0.456827 -5.665830 0.0 -0.5 0.0
C -2.321631 0.715109 -6.435630 0.0 0.9 0.2
H -0.410674 1.758209 -6.618531 -0.2 0.5 0.0
H -1.438650 2.348576 -5.263818 0.1 0.0 0.0
H 0.092895 0.912226 -4.161668 -0.1 -0.3 0.2
H 0.317098 -0.126810 -5.539954 -0.2 -0.1 -0.1
H -2.086209 -0.153540 -3.660731 0.0 -0.1 0.1
H -1.234384 -1.528137 -4.455502 -0.2 -0.1 0.2
H -3.230482 1.324152 -6.380831 0.0 -0.1 0.0
H -2.157674 0.486780 -7.491250 0.0 -0.3 0.1
C 1.554369 -3.418566 -5.450212 0.5 1.0 0.3
C 2.116288 -2.431480 -4.399332 0.1 -0.5 -0.3
C 3.188280 -1.691008 -5.172017 -0.1 0.2 0.5
O 3.785884 -2.685161 -5.979117 0.1 -0.1 0.1
C 2.780475 -3.627427 -6.361266 -0.3 0.1 0.0
H 0.758796 -2.941573 -6.021656 -0.3 -0.3 0.1
H 1.243171 -4.313061 -4.919194 -0.3 -0.2 -0.4
H 2.629869 -3.056151 -3.666612 -0.1 0.3 0.3
H 1.382052 -1.795752 -3.907172 0.0 0.0 0.0
H 3.926041 -1.284357 -4.479532 0.2 0.0 -0.2
H 2.787018 -0.852650 -5.760363 -0.1 -0.2 -0.1
H 3.166300 -4.640724 -6.253750 0.3 0.1 -0.1
H 2.532467 -3.427009 -7.405811 -0.1 -0.3 -0.1
C -4.366300 0.180056 2.502719 0.0 -0.4 -0.6
C -3.989158 -1.292558 2.263200 -0.1 0.1 -0.4
C -5.336691 -1.947764 2.049955 -0.4 0.5 0.4
O -6.113549 -0.995686 1.317187 0.2 -0.2 -0.1
C -5.659158 0.305927 1.657522 0.3 0.5 0.1
H -3.608030 0.809184 2.037996 0.1 0.2 0.4
H -4.483234 0.439149 3.552382 -0.2 0.0 0.0
H -3.420741 -1.822051 3.025052 0.1 0.3 0.1
H -3.437229 -1.323234 1.318574 0.1 -0.2 0.1
H -5.833929 -2.086901 3.020539 0.1 -0.3 0.0
H -5.311103 -2.887536 1.506432 0.0 0.0 -0.1
H -6.452685 0.875763 2.148704 0.0 -0.1 0.2
H -5.407951 0.856924 0.744517 -0.2 -0.2 -0.1
C 3.110369 3.749240 1.036870 0.8 0.5 0.0
C 3.664408 3.573799 2.475896 -0.1 0.2 -0.7
C 2.738646 2.518192 3.035192 -0.4 0.5 1.0
O 2.397387 1.667508 1.965465 0.8 -0.4 -0.2
C 2.237342 2.523080 0.829370 -1.3 -0.1 -0.3
H 3.964176 3.817198 0.357812 -0.1 -0.3 -0.2
H 2.565770 4.677623 0.881272 -0.3 -0.1 0.2
H 3.670029 4.496785 3.053022 -0.1 0.0 0.0
H 4.694231 3.227021 2.379970 0.0 -0.2 0.3
H 1.825034 2.986897 3.434642 0.0 0.2 -0.3
H 3.141291 1.996303 3.906761 0.2 -0.5 -0.4
H 1.171302 2.779258 0.785214 0.1 0.4 0.1
H 2.384607 1.977315 -0.107503 0.6 -0.2 0.2
C 5.210114 0.290408 0.247238 -0.7 1.1 0.1
C 5.630177 0.910180 -1.096245 0.7 -0.9 -0.3
C 4.632110 0.353232 -2.102627 -1.1 0.9 0.2
O 3.967811 -0.744092 -1.492021 0.4 -0.9 -0.2
C 4.123237 -0.744146 -0.061320 0.3 0.4 -0.9
H 4.721274 1.083232 0.819094 0.3 -0.1 0.4
H 6.086288 -0.079132 0.770131 -0.2 -0.2 0.2
H 6.626138 0.539946 -1.354177 0.0 0.1 0.0
H 5.689188 1.995191 -1.072963 -0.2 0.0 0.0
H 5.051483 0.074090 -3.068137 0.2 -0.3 0.2
H 3.851018 1.097792 -2.331731 0.2 0.1 0.0
H 4.408242 -1.738243 0.284927 -0.1 -0.1 -0.1
H 3.135832 -0.482182 0.322543 0.2 0.1 0.5
C -0.744439 2.054703 4.073002 -0.3 0.0 -0.7
C -0.882418 3.555401 4.359648 -0.2 0.1 0.3
C -1.949579 3.586201 5.458506 0.0 0.3 0.1
O -2.758504 2.444232 5.240265 -0.3 -0.2 -0.1
C -1.898803 1.395064 4.850782 1.2 -0.3 0.2
H 0.230222 1.635558 4.314508 0.0 0.0 0.1
H -0.933344 1.882479 3.012708 0.3 0.0 0.0
H -1.249609 4.086472 3.480982 0.0 0.0 0.0
H 0.045491 4.046145 4.654183 0.0 -0.1 0.1
H -2.589957 4.467469 5.408794 -0.1 -0.1 0.0
H -1.520506 3.562784 6.469789 0.1 -0.1 -0.1
H -2.382554 0.641446 4.235044 -0.5 0.2 0.1
H -1.476940 0.855829 5.713580 -0.2 0.2 0.2
C -0.354436 -0.197997 -1.164761 -0.8 0.0 0.0
C 0.042361 -0.958769 0.086051 0.7 0.5 0.6
C -0.471607 -0.014547 1.209518 -0.4 -1.3 0.0
O -1.408239 0.884543 0.606623 0.4 0.6 -0.1
C -1.676084 0.399245 -0.703088 -0.3 -0.1 0.0
H -0.501142 -0.796226 -2.062194 0.3 -0.1 0.0
H 0.332583 0.631932 -1.340921 0.1 -0.1 -0.2
H 1.123448 -1.077878 0.187950 -0.1 -0.1 -0.1
H -0.401785 -1.949527 0.169311 -0.2 0.0 -0.2
H 0.350399 0.483971 1.718923 -0.2 0.4 -0.1
H -1.019943 -0.617985 1.943974 0.1 0.1 0.2
H -2.059145 1.183778 -1.359885 0.1 0.3 0.3
H -2.473947 -0.353273 -0.620519 0.1 -0.2 -0.2
C -5.248966 4.333913 -5.101153 -0.3 -0.2 -0.1
C -3.976875 3.978062 -4.358545 0.2 -0.2 0.6
C -4.438636 2.758148 -3.550907 -0.1 -0.1 -0.2
O -5.496270 2.148315 -4.295404 -0.1 0.0 0.0
C -5.789414 2.947767 -5.436690 0.0 0.0 -0.1
H -5.155853 4.972147 -5.977963 0.2 0.0 0.0
H -5.948490 4.799079 -4.401709 0.0 0.1 -0.1
H -3.610525 4.724908 -3.652332 0.0 0.2 -0.3
H -3.165691 3.716242 -5.039050 0.0 0.0 -0.1
H -4.853061 3.047423 -2.580081 0.1 0.1 0.0
H -3.638043 2.032720 -3.381593 0.0 0.0 0.0
H -6.861972 2.981892 -5.635992 0.0 -0.2 0.2
H -5.310329 2.479378 -6.305601 0.1 0.3 -0.1
C 3.646072 -1.714308 5.071297 0.5 -0.4 -0.2
C 3.605127 -2.568954 3.807856 -0.2 -0.6 0.0
C 2.342784 -2.048145 3.115525 0.4 -0.1 -0.8
O 1.517604 -1.498372 4.132473 -0.3 0.1 0.1
C 2.163498 -1.684160 5.391379 0.0 0.3 0.0
H 4.068848 -0.735275 4.836608 -0.3 0.2 0.1
H 4.246631 -2.155198 5.867345 0.0 0.0 0.0
H 3.452665 -3.610067 4.117495 -0.1 0.0 -0.1
H 4.472986 -2.599331 3.148783 0.1 0.4 0.1
H 1.854949 -2.837935 2.530183 -0.3 -0.1 0.4
H 2.563077 -1.277716 2.366170 0.1 0.2 0.3
H 1.817979 -2.632502 5.819169 0.2 0.0 0.1
H 1.894611 -0.882101 6.078929 -0.2 0.1 -0.2
```
Forces are in eV/Å.



[3]
Below is 2 unconnected molecules or ions with the total composition C27H54N3O4S at a distorted geometry, with properties calculated with ωB97M-V with the def2-TZVPD basis set.

Net charge = +1
HOMO-LUMO gap = 0.330 hartree
LUMO level = -3.19 eV
E_tot = -1924.1314 Ha

Geometry as XYZ:
```
89
Properties=species:S:1:pos:R:3:forces:R:3
C 5.692614 -1.103114 1.508318 0.0 0.2 0.1
C 5.641231 0.415149 1.303975 -0.7 -0.2 -0.4
C 4.380305 0.874415 0.541476 0.2 0.0 0.3
C 4.614829 2.145982 -0.264383 0.0 -0.3 -0.6
C 3.446871 2.515783 -1.185636 0.4 -0.2 0.5
C 3.220019 1.476929 -2.272954 -0.6 0.4 -0.3
C 2.204387 1.939497 -3.334419 0.3 -0.5 0.6
C 1.720480 0.764706 -4.205551 0.1 0.6 -0.4
C 0.205489 0.581099 -4.335065 0.4 -0.4 0.0
C -0.392939 -0.302082 -3.233828 -0.7 0.1 -0.1
C -0.323628 0.325586 -1.839868 0.4 0.6 -0.8
C -1.231038 1.566162 -1.834686 -0.7 -0.3 0.3
C -1.741153 2.139505 -0.493846 0.6 -0.1 -0.2
C -1.381189 1.294637 0.736199 0.4 0.1 -0.1
S 0.405589 1.751024 1.055990 0.1 0.0 -0.2
C -2.154385 1.724995 2.010282 -0.5 0.8 -0.2
C -2.710648 3.144823 1.893178 -0.4 -0.8 0.9
C -2.591186 3.978572 3.106051 2.6 1.6 -1.6
O -1.753577 4.137228 1.817322 -0.2 -0.1 0.1
C -1.574217 -0.203745 0.393289 -0.8 -0.9 0.3
C -2.956999 -0.485305 -0.249691 0.0 -0.2 -0.6
O -3.962804 0.307818 0.342065 0.2 0.1 0.4
N -5.284735 -0.301695 0.102955 0.1 -0.2 -0.6
O -5.714019 -0.714773 1.080576 -0.3 0.0 0.5
N -1.572584 -0.974339 1.588713 0.2 1.3 0.6
C -0.708816 -1.186081 2.507032 -0.2 -0.7 -0.4
C -1.203447 -1.237842 3.917937 0.1 0.2 0.0
C 0.750388 -1.548683 2.361060 0.0 0.1 0.2
N -0.516573 -0.624415 -0.658679 0.2 -0.1 0.2
C -0.436313 -2.117883 -0.907440 0.4 -0.9 0.0
C 1.011610 -2.489724 -1.285998 0.0 0.1 -0.1
C -1.545825 -2.769853 -1.757092 -0.3 -0.2 -0.1
C -1.096234 -3.884748 -2.702540 0.1 0.6 -0.2
H 6.719193 -1.460307 1.489036 0.0 -0.1 0.2
H 5.162593 -1.628109 0.712842 0.0 0.0 -0.1
H 5.234813 -1.390871 2.453259 0.0 -0.1 0.1
H 6.494459 0.718205 0.699992 0.2 0.1 0.2
H 5.643887 0.924025 2.264846 0.4 0.1 0.0
H 3.559839 1.044272 1.248913 -0.1 -0.1 0.0
H 4.082805 0.052388 -0.112656 -0.1 0.1 -0.2
H 4.882310 2.975833 0.388418 0.0 0.0 0.1
H 5.474989 1.959000 -0.915048 0.2 0.1 0.1
H 2.547936 2.579322 -0.568134 -0.2 0.3 -0.2
H 3.646402 3.490964 -1.629927 -0.1 0.1 0.0
H 4.155307 1.217886 -2.772183 0.1 -0.2 0.1
H 2.793719 0.574592 -1.824669 0.3 -0.2 0.1
H 2.673105 2.709775 -3.942730 -0.2 0.2 -0.1
H 1.382482 2.398325 -2.780777 -0.1 0.2 -0.2
H 2.187959 -0.161878 -3.864150 -0.1 -0.1 0.1
H 2.113043 0.925292 -5.209768 0.0 -0.1 -0.1
H -0.304397 1.536193 -4.450137 0.0 0.1 0.1
H 0.022255 0.036608 -5.261889 -0.1 0.0 -0.1
H 0.097814 -1.264772 -3.316503 0.1 -0.1 0.2
H -1.442972 -0.473170 -3.483004 -0.1 -0.1 0.0
H 0.691700 0.704641 -1.743931 0.1 -0.2 0.4
H -0.709727 2.351480 -2.369759 0.2 0.0 0.0
H -2.103297 1.339025 -2.450175 0.0 0.0 -0.1
H -2.815617 2.272853 -0.556223 -0.1 0.0 0.1
H -1.270902 3.108340 -0.355116 -0.3 0.2 0.1
H 1.006128 0.563009 1.202047 -0.1 0.0 0.1
H -2.977981 1.063712 2.251218 0.1 -0.2 0.0
H -1.472170 1.779593 2.851777 0.1 -0.4 0.1
H -3.620526 3.274703 1.319360 0.0 0.1 -0.3
H -2.961914 4.991019 3.164794 -1.2 -0.4 0.5
H -1.815940 3.760887 3.828435 -0.6 -0.6 0.6
H -3.163973 -1.538139 -0.063278 0.0 -0.1 0.1
H -2.939937 -0.354100 -1.334443 0.0 0.2 0.0
H -2.268929 -1.052181 3.954985 -0.1 -0.2 0.1
H -0.925235 -2.156545 4.429442 -0.1 -0.1 0.0
H -0.703328 -0.420408 4.449350 0.1 0.0 0.0
H 1.079642 -1.762964 1.347667 0.0 0.2 -0.1
H 1.391410 -0.802364 2.828321 0.1 0.1 0.0
H 0.905216 -2.456145 2.945189 0.0 -0.1 0.0
H 0.332297 -0.490555 -0.111352 0.1 0.2 -0.1
H -0.539267 -2.575514 0.072966 -0.2 0.5 0.3
H 1.728711 -1.747002 -0.928487 0.0 0.1 0.0
H 1.276194 -3.430649 -0.810228 0.0 -0.1 0.0
H 1.179609 -2.616727 -2.348383 0.0 0.1 -0.1
H -2.281550 -3.201866 -1.079425 0.0 0.0 0.1
H -2.109241 -2.055673 -2.346580 0.1 0.2 0.0
H -1.962517 -4.216642 -3.268035 -0.1 -0.3 0.1
H -0.632203 -4.720713 -2.188432 0.0 -0.1 0.0
H -0.403299 -3.495864 -3.447048 0.1 -0.1 0.0
C -5.450062 -2.425406 4.615047 0.0 0.0 -0.1
O -4.259683 -2.205376 3.858133 -0.1 0.0 0.0
H -5.146846 -2.739937 5.609797 0.0 0.0 0.0
H -6.041779 -1.510908 4.698371 0.0 0.0 0.0
H -6.063566 -3.210560 4.168266 0.0 0.0 0.0
H -4.520467 -1.926224 2.975254 0.0 0.0 0.0
```
Forces are in eV/Å.